No. 1
{"formula": "C30H20ClN2O5PPd", "method": "the ωB97M-V functional and the def2-TZVPD basis", "species": ["Pd", "O", "C", "C", "C", "C", "C", "C", "C", "P", "C", "C", "C", "C", "C", "C", "C", "C", "C", "C", "C", "C", "H", "H", "H", "H", "H", "H", "H", "H", "H", "H", "H", "H", "H", "H", "O", "C", "O", "C", "C", "Cl", "N", "N", "C", "C", "O", "O", "C", "C", "C", "C", "C", "C", "H", "H", "H", "H", "H", "H"], "xyz": [[-0.343192, -1.006738, 0.901233], [-1.883498, -1.194077, 2.959715], [-0.982261, -0.488413, 2.750997], [-0.358842, 0.584695, 3.532222], [-0.657383, 0.788294, 4.872772], [0.009319, 1.810241, 5.533737], [0.934375, 2.606366, 4.865567], [1.211322, 2.407303, 3.515011], [0.547198, 1.392308, 2.849626], [0.706885, 0.972201, 1.120250], [-0.444481, 1.953904, 0.175749], [-0.661232, 1.548183, -1.148624], [-1.714687, 2.074881, -1.917425], [-2.478281, 3.111467, -1.343205], [-2.238227, 3.549674, -0.041934], [-1.235592, 2.974238, 0.715628], [2.344956, 1.239565, 0.520150], [2.652584, 2.297610, -0.341929], [3.963778, 2.479757, -0.741166], [4.956518, 1.612425, -0.292762], [4.647107, 0.552835, 0.556391], [3.342827, 0.356668, 0.964303], [-1.360597, 0.147108, 5.387473], [-0.179406, 1.975732, 6.585791], [1.452103, 3.388337, 5.404991], [1.938424, 3.027197, 3.005862], [-0.041674, 0.774649, -1.594337], [-1.453080, 2.214718, -2.955045], [-3.276999, 3.558679, -1.922145], [-2.831608, 4.350145, 0.378748], [-1.073008, 3.310122, 1.732398], [1.886081, 2.980107, -0.685567], [4.215694, 3.298224, -1.401236], [5.980469, 1.762949, -0.608438], [5.423318, -0.120962, 0.892089], [3.095231, -0.476993, 1.612883], [1.290128, -6.452073, -0.579089], [0.439198, -5.983320, -1.472101], [0.036874, -6.626169, -2.394440], [-0.055350, -4.560763, -1.313171], [-0.963739, -3.982459, -2.196043], [-1.789857, -4.643947, -3.500208], [-1.198420, -2.704014, -1.797939], [-0.501094, -2.449267, -0.671609], [0.190264, -3.547595, -0.381032], [1.077692, -3.485572, 0.828193], [1.787498, -4.406348, 1.118207], [1.027942, -2.369983, 1.532282], [-1.887362, -1.643807, -2.457076], [-1.802965, -1.508969, -3.837820], [-2.497488, -0.495178, -4.467884], [-3.168896, 0.451184, -3.715881], [-3.099744, 0.427047, -2.316515], [-2.569109, -0.713953, -1.712537], [1.560080, -5.792179, 0.089482], [-1.203858, -2.194036, -4.418631], [-2.493932, -0.443353, -5.548223], [-3.683007, 1.271044, -4.202431], [-3.938508, 0.862338, -1.791139], [-2.650488, -0.822027, -0.634168]], "forces_ev_per_a": [[-0.1, -0.3, -1.4], [-0.4, -0.5, -0.3], [0.2, 0.4, 1.2], [0.2, 0.0, -0.3], [-0.1, -0.1, 0.0], [0.0, 0.0, 0.0], [-0.1, 0.0, 0.0], [0.1, 0.0, -0.1], [0.1, -0.3, 0.1], [0.6, 1.4, 0.2], [-0.5, -1.1, -0.1], [-0.1, -0.2, -0.2], [2.6, 3.0, 0.8], [0.2, -0.3, 0.1], [-0.1, -0.3, 0.0], [-0.3, 0.1, 0.7], [0.1, -0.7, 0.1], [-0.1, 0.1, -0.1], [0.1, -0.1, 0.1], [-0.1, 0.0, 0.0], [0.1, 0.0, 0.0], [0.0, 0.0, 0.0], [0.0, 0.0, 0.0], [0.0, 0.0, 0.0], [0.0, 0.0, 0.0], [0.0, 0.0, 0.0], [0.2, 0.2, 0.0], [-0.9, -0.9, -0.4], [0.1, 0.2, 0.0], [0.0, 0.0, 0.0], [0.0, 0.0, 0.0], [0.0, 0.0, 0.0], [0.0, 0.0, 0.0], [0.0, 0.0, 0.0], [0.0, 0.0, 0.0], [0.0, 0.0, 0.0], [0.0, 0.0, 0.0], [-0.1, 0.2, 0.1], [0.0, -0.1, -0.1], [0.1, -0.2, 0.1], [-0.2, 0.3, 0.0], [0.1, -0.1, 0.0], [0.1, -0.2, 0.3], [0.2, 0.1, 0.0], [0.0, -0.1, 0.1], [-0.6, -0.3, -0.9], [0.4, 0.1, 0.5], [-0.3, 1.2, 0.4], [0.2, 0.2, -0.2], [0.2, -0.3, -0.1], [0.1, 0.3, -0.1], [0.2, 0.2, 0.1], [-2.6, -2.7, -0.9], [0.1, 0.2, 0.4], [0.0, 0.0, 0.0], [-0.1, -0.1, 0.0], [0.0, 0.0, 0.0], [-0.1, -0.1, -0.1], [0.5, 0.8, 0.3], [-0.2, -0.2, 0.0]], "nbo_charge": [0.893, -0.361, 0.570, -0.119, -0.131, -0.157, -0.126, -0.161, -0.406, 1.366, -0.470, -0.183, -0.203, -0.112, -0.200, -0.125, -0.482, -0.160, -0.199, -0.104, -0.215, -0.104, 0.260, 0.261, 0.257, 0.251, 0.232, 0.258, 0.243, 0.253, 0.228, 0.235, 0.250, 0.248, 0.251, 0.232, -0.640, 0.780, -0.526, -0.233, 0.200, 0.196, -0.183, -0.402, 0.071, 0.768, -0.524, -0.623, 0.167, -0.198, -0.188, -0.160, -0.236, -0.226, 0.508, 0.246, 0.249, 0.235, 0.249, 0.198], "e_homo_ev": [-14.0, -14.0], "multiplicity": 1, "homo_lumo_gap_ev": [4.24, 4.24], "e_above_lowest_kj_mol": 154.26, "charge": 2}

***

No. 2
{"formula": "C38H36BF3O3S", "method": "the ωB97M-V functional and the def2-TZVPD basis", "species": ["C", "C", "C", "C", "C", "B", "C", "C", "C", "C", "C", "F", "F", "F", "C", "C", "O", "C", "C", "C", "C", "C", "C", "O", "S", "H", "H", "H", "H", "H", "H", "H", "H", "H", "H", "H", "H", "H", "H", "H", "H", "H", "H", "H", "H", "H", "C", "O", "C", "C", "C", "C", "C", "C", "C", "C", "C", "C", "C", "C", "C", "C", "C", "C", "C", "C", "C", "H", "H", "H", "H", "H", "H", "H", "H", "H", "H", "H", "H", "H", "H", "H"], "xyz": [[-4.381378, -0.495964, 3.848280], [-4.372340, -0.002197, 2.431724], [-5.280357, 0.929850, 1.915175], [-5.241835, 0.937531, 0.544792], [-3.915027, 0.678315, -0.070448], [-0.163079, 3.475130, 1.872344], [-4.166947, 0.031928, -1.424843], [-4.781740, 0.834217, -2.389812], [-4.602572, 0.560042, -3.732138], [-3.888204, -0.572351, -4.096426], [-3.534708, -0.759849, -5.533539], [-2.980981, -1.984023, -5.791092], [-4.625149, -0.618026, -6.348097], [-2.589256, 0.149993, -5.958327], [-3.453789, -1.491809, -3.153954], [-3.626559, -1.193378, -1.809427], [-1.280929, 4.147969, 2.304835], [-1.764995, 3.443648, 3.487733], [-2.020315, 4.634614, 4.454035], [-3.081356, 2.758666, 3.101068], [-0.556505, 2.437101, 3.880308], [0.531533, 3.089897, 4.774216], [-1.002980, 1.079789, 4.355235], [0.090487, 2.256029, 2.561336], [-3.322038, -0.564560, 1.217599], [-5.203015, 0.040717, 4.352186], [-4.605503, -1.577087, 3.911389], [-3.412833, -0.298649, 4.369945], [-5.968787, 1.518064, 2.548756], [-6.103178, 1.304317, -0.068842], [-5.301931, 1.729982, -2.080399], [-5.046807, 1.181614, -4.486688], [-3.042350, -2.451250, -3.475042], [-3.274861, -1.958204, -1.084779], [-2.439517, 4.276395, 5.421499], [-1.068070, 5.190631, 4.676252], [-2.748961, 5.359593, 4.015884], [-3.549836, 2.095643, 3.837469], [-3.861572, 3.503214, 2.850212], [-2.914158, 2.127213, 2.198847], [0.120419, 3.288965, 5.775828], [1.380235, 2.397110, 4.911129], [0.949945, 4.028818, 4.361220], [-1.703860, 1.172664, 5.199310], [-1.507459, 0.523881, 3.552942], [-0.142367, 0.522021, 4.697267], [0.495877, -1.736818, -4.295107], [0.061016, -1.909091, -2.921200], [-0.174577, -0.784087, -2.161256], [-0.147855, -0.914849, -0.750282], [-0.626517, 0.096910, 0.048332], [-1.356094, 1.163392, -0.519873], [-2.670481, 1.713310, -0.144022], [-2.703790, 3.236593, -0.190924], [-1.723021, 4.248676, -0.737494], [-2.233629, 5.459136, -1.287209], [-3.589624, 5.702081, -1.346044], [-4.478800, 4.801524, -0.803217], [-4.009806, 3.701522, -0.123557], [-0.211458, 4.192248, -0.652514], [0.485843, 3.756137, 0.508422], [1.866801, 3.806843, 0.600963], [2.597912, 4.365831, -0.407461], [1.988299, 4.843579, -1.575428], [0.596048, 4.730376, -1.714306], [-1.085007, 1.432870, -1.884043], [-0.620190, 0.445401, -2.731920], [1.256597, -2.501495, -4.464560], [-0.353415, -1.914030, -4.942942], [0.923967, -0.752468, -4.436622], [0.163268, -1.878229, -0.335094], [-0.466259, 0.038338, 1.122196], [-1.557445, 6.270172, -1.638846], [-3.974450, 6.609460, -1.786809], [-5.565699, 4.901821, -0.872978], [-4.736376, 3.053304, 0.360208], [2.353668, 3.478747, 1.491712], [3.656115, 4.436602, -0.273213], [2.568991, 5.281652, -2.427811], [0.093543, 5.061988, -2.668869], [-1.417218, 2.363540, -2.325360], [-0.692134, 0.531776, -3.828747]], "forces_ev_per_a": [[0.4, 0.2, 0.2], [-0.3, 0.2, 0.2], [-0.3, -0.9, 0.5], [-0.7, 3.2, -0.5], [0.2, -1.2, -0.1], [-1.9, -2.4, -0.6], [1.1, 0.2, -0.1], [0.5, 0.1, 0.0], [-0.2, -0.4, 0.3], [0.3, -0.2, -0.3], [0.3, -0.3, -1.0], [-0.6, 0.8, 0.1], [1.0, -0.1, 0.4], [-0.9, -0.6, 0.3], [-0.5, -0.2, -0.1], [0.5, -0.7, 0.4], [1.0, -0.8, 0.5], [-0.1, 1.2, 0.7], [0.2, -0.2, 0.8], [-0.1, -0.3, -0.6], [0.2, 1.2, -1.3], [-0.3, -0.3, 0.3], [-0.5, 0.1, 0.3], [-0.3, 1.9, 0.5], [0.6, 0.4, 0.3], [0.4, -0.2, 0.1], [0.2, 0.4, -0.1], [-0.8, -0.2, -0.2], [0.1, -0.8, -0.4], [1.1, -0.2, 0.6], [0.1, 0.1, -0.1], [0.0, 0.3, -0.2], [0.1, 0.5, 0.2], [-0.2, 0.9, -0.4], [0.2, 0.2, -0.5], [-0.9, -0.6, -0.3], [0.6, -0.7, 0.2], [0.5, 0.3, 0.3], [0.6, -0.2, 0.0], [0.0, 0.5, 0.5], [0.1, 0.1, -0.2], [-0.4, 0.1, -0.2], [-0.5, -0.4, 0.1], [0.2, 0.0, -0.2], [0.2, 0.2, 0.1], [0.2, -0.3, 0.0], [-0.2, -0.4, 1.1], [0.5, 0.5, 0.0], [-1.0, 0.3, 0.1], [0.7, -0.7, -1.8], [-0.9, 0.3, 0.4], [0.1, -0.9, -0.9], [0.9, 2.1, 0.8], [-0.2, -0.6, -1.2], [-0.2, -0.3, 0.6], [0.9, -0.7, 0.7], [-0.7, 0.3, -0.4], [-0.5, 0.1, 0.4], [-0.9, -0.3, -0.2], [0.9, 0.3, -0.3], [-0.7, 0.5, 0.0], [-0.5, 0.3, -0.7], [0.5, 0.5, -1.1], [-0.4, -0.1, -0.5], [-0.8, -0.3, 0.0], [-0.4, -0.5, -0.4], [1.0, -1.1, 0.2], [-0.1, 0.1, 0.0], [-0.1, 0.2, -0.3], [0.1, 0.1, -0.2], [0.2, 0.5, 0.0], [-0.6, -0.1, -0.1], [-0.3, -1.0, 0.4], [0.1, 0.1, -0.2], [0.4, 0.4, 0.1], [0.1, 0.2, -0.1], [0.3, -0.3, 0.5], [0.6, 0.1, -0.2], [-0.5, -0.5, 1.1], [0.7, -0.4, 1.2], [-0.4, -0.2, 0.0], [0.2, 0.3, 0.7]], "mulliken_charge": [-1.236, 0.571, -0.170, -1.356, 2.434, 0.715, 0.505, -0.467, -1.464, 0.293, 0.807, -0.291, -0.286, -0.251, -0.765, -0.144, -0.592, 1.309, -1.855, -1.227, 1.833, -1.982, -1.431, -0.535, -0.267, 0.351, 0.364, 0.150, 0.354, 0.260, 0.291, 0.505, 0.439, 0.263, 0.346, 0.366, 0.402, 0.556, 0.454, -0.302, 0.359, 0.436, 0.266, 0.335, -0.005, 0.515, -0.801, -0.434, 0.560, -0.925, -1.066, 0.999, -0.447, 1.996, 0.310, -0.634, -1.091, -1.009, -1.196, 0.358, 1.227, -1.082, -0.673, -0.930, -0.578, -1.490, 0.055, 0.299, 0.193, 0.391, 0.411, 0.300, 0.436, 0.408, 0.477, 0.503, 0.540, 0.436, 0.326, 0.415, 0.436, 0.423], "e_homo_ev": -5.8, "multiplicity": 1, "homo_lumo_gap_ev": 4.38, "e_above_lowest_kj_mol": 503.39}

***

No. 3
{"formula": "C2HNO3S", "method": "the ωB97M-V functional and the def2-TZVPD basis", "species": ["O", "C", "N", "O", "C", "S", "O", "H"], "xyz": [[0.003209, 2.364248, 0.017378], [-0.681414, 1.391433, -0.078393], [-0.252556, 0.040409, -0.283126], [-1.325942, -0.772285, -0.110459], [-2.487793, 0.169688, -0.062509], [-4.027776, -0.299805, 0.021582], [-2.022837, 1.368009, -0.012789], [0.460526, -0.424063, 0.264770]], "forces_ev_per_a": [[-0.7, -0.6, -0.2], [3.5, -0.5, 0.5], [0.5, 1.6, -0.1], [-4.6, 1.1, -0.2], [-0.1, -4.5, 0.4], [0.8, 0.1, -0.2], [0.0, 1.7, -0.3], [0.6, 1.1, 0.1]], "nbo_charge": [-0.523, 0.838, -0.357, -0.336, 0.405, 0.009, -0.446, 0.409], "e_homo_ev": -9.9, "multiplicity": 1, "homo_lumo_gap_ev": 9.79, "e_above_lowest_kj_mol": 200.41, "smiles": "O=c1[nH]oc(=S)o1"}

***

No. 4
{"formula": "C11H23N3O6Sr", "method": "the ωB97M-V functional and the def2-TZVPD basis", "species": ["O", "H", "Sr", "N", "N", "O", "O", "C", "C", "C", "C", "H", "H", "H", "H", "H", "H", "H", "H", "O", "H", "H", "C", "H", "H", "H", "O", "H", "H", "O", "C", "C", "C", "C", "C", "C", "N", "H", "H", "H", "H", "H", "H", "H"], "xyz": [[4.333103, -0.327068, -2.274334], [4.400663, 0.628187, -2.202789], [1.485442, 0.495235, -0.434516], [-1.368899, -0.079336, -1.222955], [0.746029, -0.734532, -2.642952], [-2.553002, -0.014629, -0.490659], [1.757268, -0.583159, -3.418669], [-1.586117, -0.745921, -2.375809], [-0.436643, -1.075682, -3.154163], [-2.930650, -1.103665, -2.937478], [-0.481205, -1.636980, -4.528882], [-3.751923, -0.772636, -2.347493], [-3.040892, -2.206478, -3.090235], [-3.023294, -0.648678, -3.955521], [0.541037, -1.763280, -4.862685], [-0.985310, -0.906062, -5.197670], [-1.039595, -2.595803, -4.583158], [-2.736950, 0.959143, -0.280086], [3.193142, -0.185353, -2.572999], [0.766694, -2.107021, 0.610276], [0.344081, -2.272446, 1.475596], [0.740827, -3.009938, 0.230438], [0.618349, 2.506122, -0.792445], [0.856404, 3.213155, 0.059750], [-0.359250, 2.568662, -1.231709], [1.649666, 2.340925, -1.527076], [-3.187425, 2.259333, 0.128753], [-4.057388, 2.559532, -0.268560], [-2.734560, 3.011174, 0.391147], [2.907401, 0.333407, 1.610125], [2.759965, 0.452882, 3.082949], [1.304391, 0.246026, 3.435063], [0.936635, 0.118173, 4.800811], [-0.424455, -0.077975, 5.107307], [-1.366412, -0.149680, 4.053926], [-0.897571, -0.027749, 2.728291], [0.416038, 0.183221, 2.444039], [3.852513, 0.387805, 1.402457], [3.050499, 1.469997, 3.432794], [3.358548, -0.345020, 3.586425], [1.735873, 0.197785, 5.560272], [-0.753654, -0.162439, 6.155311], [-2.444853, -0.295273, 4.229614], [-1.594508, -0.103976, 1.867499]], "forces_ev_per_a": [[-4.8, 1.3, -0.3], [1.1, 0.5, 0.0], [-0.3, -4.5, 0.5], [-0.7, -1.6, -2.7], [-1.9, 0.6, 0.5], [-0.6, 0.4, 0.6], [1.3, -0.1, 0.1], [0.3, 1.2, 3.0], [2.6, 0.0, 0.0], [0.2, -0.7, -1.2], [-1.0, 0.4, -0.6], [-0.4, 0.3, 0.6], [0.2, 0.8, 0.2], [0.1, -0.3, 0.7], [0.1, -0.1, -0.2], [0.3, -0.5, 0.0], [0.3, 0.5, 0.0], [0.8, -1.6, -0.4], [3.1, -2.0, -0.2], [-0.3, -1.3, 0.5], [0.3, 0.6, -0.5], [0.2, 0.9, -0.2], [2.3, 1.9, 0.2], [-0.3, -0.2, -1.3], [0.0, 0.5, -0.8], [-2.9, 1.8, 1.0], [-3.6, -0.5, -1.1], [1.6, -0.5, 0.7], [1.5, 2.3, 0.7], [0.7, 0.3, 1.9], [0.1, -0.2, -1.0], [-0.9, -0.3, 0.7], [-0.3, 0.1, -0.6], [0.3, 0.2, -0.4], [0.6, 0.0, -0.4], [0.3, 0.1, 0.7], [-0.6, -0.1, 0.0], [-0.2, -0.1, 0.2], [0.1, -0.7, -0.3], [-0.3, 0.7, -0.4], [-0.7, -0.1, -0.3], [0.2, 0.0, -0.6], [0.7, 0.1, 0.0], [0.6, 0.1, 0.5]], "nbo_charge": [-0.998, 0.438, 1.769, -0.225, -0.133, -0.657, -0.612, 0.224, 0.003, -0.680, -0.669, 0.238, 0.225, 0.225, 0.254, 0.207, 0.207, 0.483, 0.471, -0.952, 0.478, 0.484, -1.345, 0.188, 0.214, 0.072, -0.916, 0.497, 0.495, -0.776, -0.095, 0.182, -0.253, -0.162, -0.263, 0.031, -0.475, 0.496, 0.202, 0.201, 0.223, 0.227, 0.233, 0.244], "e_homo_ev": -6.2, "multiplicity": 1, "homo_lumo_gap_ev": 6.25, "e_above_lowest_kj_mol": 79.28}